{"formula": "C27H56F7I2N4O2P", "method": "ωB97M-V with the def2-TZVPD basis set", "symbols": ["C", "C", "C", "C", "C", "P", "C", "C", "C", "N", "C", "O", "N", "O", "C", "I", "C", "C", "I", "C", "F", "F", "C", "F", "F", "C", "F", "F", "F", "H", "H", "H", "H", "H", "H", "H", "H", "H", "H", "H", "H", "H", "H", "H", "H", "H", "H", "H", "H", "H", "H", "H", "H", "H", "H", "C", "C", "N", "C", "C", "C", "C", "H", "H", "H", "H", "H", "H", "H", "H", "H", "H", "H", "H", "H", "H", "H", "C", "C", "N", "C", "C", "C", "C", "H", "H", "H", "H", "H", "H", "H", "H", "H", "H", "H", "H", "H", "H", "H"], "xyz": [[3.956436, -0.834063, -0.610050], [3.010955, -0.154707, 0.590776], [4.117352, 0.415556, 1.708703], [2.192112, 1.162433, 0.066002], [0.857184, 0.821826, -0.851837], [-0.747595, 0.460436, 0.206099], [-0.334932, -0.143426, 1.931181], [-1.257711, 0.171332, 3.233100], [-2.694182, -0.588953, 3.351373], [-3.516293, 0.078961, 4.471681], [-2.337024, 0.816755, -0.756484], [-2.240074, 1.940569, -1.757436], [-2.990157, 1.676038, -2.838624], [-2.152027, 1.559536, -3.752045], [-0.823315, 2.206788, 0.945836], [0.072287, 3.876399, -0.258449], [-2.188345, 2.962342, 1.254867], [-3.388742, 2.463756, 2.151924], [-1.490481, 4.820736, 2.324830], [-0.764184, -1.328611, -0.459421], [-0.750549, -1.455574, -1.973284], [0.519028, -2.099715, -0.157673], [-1.851549, -2.401854, 0.010746], [-1.871496, -2.863793, 1.413165], [-1.353318, -3.671657, -0.685057], [-3.389915, -2.390988, -0.494123], [-3.540830, -2.374176, -1.999475], [-3.933338, -3.757661, -0.124214], [-4.309097, -1.447127, 0.180471], [3.765971, -0.237802, -1.607889], [3.811111, -1.991610, -0.703160], [5.106944, -0.664366, -0.339690], [2.372458, -0.945113, 1.172012], [4.605019, 1.380758, 1.258771], [4.939662, -0.386443, 1.973843], [3.510976, 0.778854, 2.670514], [1.937362, 1.807566, 1.032972], [2.951031, 1.808903, -0.577646], [1.273718, -0.149292, -1.412489], [0.673989, 1.510457, -1.772556], [-0.059277, -1.294896, 2.083966], [0.711316, 0.356095, 2.247617], [-1.281494, 1.328144, 3.533686], [-0.624796, -0.293376, 4.141643], [-3.353005, -0.601170, 2.388261], [-2.478015, -1.688823, 3.760196], [-4.224091, -0.634576, 4.751929], [-2.904190, 0.222096, 5.327310], [-3.336148, 0.897569, -0.106081], [-2.681842, -0.024103, -1.536531], [-0.139775, 2.311612, 1.924544], [-2.653089, 3.462912, 0.273163], [-3.142742, 2.424055, 3.320332], [-3.914710, 1.445641, 1.909318], [-4.266302, 3.275084, 2.087473], [8.612126, -3.878943, 4.141110], [8.427681, -2.503986, 4.778071], [7.108286, -1.914435, 4.540878], [7.035385, -0.493132, 4.892574], [7.220623, -0.118508, 6.358223], [5.952658, -2.717296, 4.946387], [5.866098, -3.145697, 6.407616], [8.395281, -3.850099, 3.068243], [9.648802, -4.210253, 4.264435], [7.971757, -4.633998, 4.606759], [9.192347, -1.849265, 4.341843], [8.652552, -2.576204, 5.848272], [6.081608, -0.080037, 4.540520], [7.798017, 0.039331, 4.309380], [6.339312, -0.368431, 6.953592], [7.365365, 0.963253, 6.446581], [8.094930, -0.600302, 6.806929], [5.930524, -3.623190, 4.328246], [5.028554, -2.190775, 4.678001], [6.816130, -3.522956, 6.793161], [5.131730, -3.950926, 6.510591], [5.530093, -2.326675, 7.047970], [-6.043201, 3.399503, -8.981127], [-5.150120, 2.564525, -8.067088], [-5.806415, 2.135052, -6.830374], [-4.874570, 1.596476, -5.835030], [-4.131041, 0.313269, -6.186212], [-7.057679, 1.389297, -6.980984], [-7.021011, 0.103333, -7.800228], [-6.455974, 4.263099, -8.449416], [-5.460335, 3.775444, -9.828834], [-6.871081, 2.812798, -9.390274], [-4.286864, 3.191439, -7.811283], [-4.759482, 1.712618, -8.635217], [-5.403014, 1.449351, -4.884566], [-4.127139, 2.370597, -5.617495], [-4.784296, -0.560614, -6.129448], [-3.320363, 0.149015, -5.468727], [-3.679723, 0.349420, -7.182646], [-7.801774, 2.055835, -7.434067], [-7.471632, 1.164558, -5.990348], [-6.464232, 0.214038, -8.733648], [-8.041395, -0.192117, -8.064466], [-6.588802, -0.723744, -7.231996]], "atomic_forces_ev_per_a": [[0.2, 0.5, 0.4], [1.9, 0.3, 0.5], [-1.1, 0.5, -0.1], [0.1, 0.3, 0.6], [2.3, -1.8, -1.2], [2.2, 2.1, -1.0], [1.7, -1.6, 3.3], [0.5, -0.1, 1.5], [0.4, -0.4, 1.4], [0.9, -1.0, 0.1], [-4.1, -1.7, -2.3], [0.9, -0.1, 4.1], [4.0, -1.0, -4.4], [-4.0, 0.6, 2.0], [0.5, 3.0, 2.0], [0.8, -1.0, -1.1], [-1.3, 1.3, -0.7], [-1.5, 0.3, 1.8], [-1.3, -0.3, 1.0], [2.1, -4.4, -2.4], [-0.6, 0.7, 4.0], [-3.2, 2.4, -0.2], [0.7, -5.3, -0.4], [0.1, 2.3, -3.9], [-1.7, 3.4, 1.8], [-3.5, -2.8, -0.8], [0.6, 0.7, 5.6], [1.7, 4.7, -1.1], [3.3, -2.7, -2.6], [0.3, -1.6, 1.8], [0.1, 2.3, -0.1], [-2.6, -0.3, -0.6], [1.0, 1.5, -1.5], [-0.7, -1.9, 0.8], [-1.8, 1.7, -0.5], [1.5, -0.9, -1.8], [0.4, -1.2, -2.2], [-1.7, -1.3, 1.3], [-1.5, 1.7, 1.4], [0.0, -0.8, 2.2], [-0.9, 2.3, -1.0], [-2.3, -0.8, -1.2], [-0.4, -2.5, -1.0], [-1.3, 1.0, -2.0], [1.4, 0.0, 1.7], [-0.3, 2.1, -1.6], [0.7, 0.9, -0.2], [-0.9, -0.4, -1.5], [2.4, 0.3, -1.0], [1.3, 1.0, 2.2], [-1.6, -0.4, -2.3], [1.2, -1.4, 2.1], [-0.4, 0.0, -2.8], [1.3, 1.8, 0.1], [2.1, -1.7, 0.0], [-0.1, -0.1, 0.0], [-0.2, -0.1, -0.2], [-0.2, 0.3, -0.1], [0.2, 0.0, -0.3], [-0.1, 0.2, 0.3], [0.2, -0.3, -0.3], [-0.2, 0.0, 0.3], [0.0, 0.0, 0.2], [-0.1, 0.1, 0.0], [0.1, 0.1, -0.1], [-0.3, 0.2, 0.1], [0.1, 0.0, 0.1], [0.0, -0.2, 0.0], [0.0, -0.2, 0.0], [0.1, 0.0, 0.0], [0.0, -0.1, 0.0], [-0.1, 0.0, -0.1], [0.2, 0.1, 0.0], [0.3, 0.2, 0.0], [0.0, 0.0, -0.1], [0.1, 0.1, 0.0], [0.1, -0.1, 0.0], [-0.1, -0.1, 0.0], [-0.2, 0.1, 0.1], [0.0, 0.0, 0.3], [0.1, 0.3, 0.0], [0.2, -0.4, 0.1], [-0.1, 0.4, -0.2], [-0.1, -0.4, 0.0], [0.0, -0.2, 0.0], [0.0, -0.1, 0.1], [0.1, 0.1, 0.0], [-0.1, -0.2, 0.2], [0.1, -0.1, -0.1], [-0.1, 0.0, -0.2], [-0.1, 0.0, -0.2], [0.1, 0.1, -0.1], [-0.1, 0.1, -0.1], [-0.1, 0.0, 0.1], [0.2, 0.0, 0.0], [0.3, 0.1, 0.0], [0.0, 0.0, 0.1], [0.1, 0.0, 0.0], [0.0, 0.1, -0.2]], "total_energy_ha": -3067.0794, "charge": 0, "e_homo_ev": -7.9440, "mol_weight_g_mol": 886.54}